w.
This record from OMol25 describes the molecule C5H13NOS. The level of theory is ωB97M-V/def2-TZVPD.

Atoms and positions in Å:
C1 -1.67 0.19 1.05
C2 -0.72 0.56 -1.18
C3 -1.03 -1.83 -0.52
C4 2.31 1.61 0.22
C5 -0.71 -0.39 -0.01
N1 0.66 -0.23 0.71
O1 3.01 -1.04 0.30
S1 2.03 -0.20 -0.38
H1 -1.94 -0.54 1.93
H2 -1.31 1.06 1.34
H3 -2.67 0.34 0.49
H4 -0.45 0.24 -2.23
H5 -0.16 1.38 -0.99
H6 -1.82 1.00 -1.27
H7 -0.08 -2.15 -0.82
H8 -1.29 -2.34 0.41
H9 -1.89 -1.84 -1.24
H10 3.37 1.77 -0.09
H11 2.22 1.38 1.22
H12 1.49 2.00 -0.34
H13 0.65 -0.97 1.39

The HOMO energy comes out at -8.70 eV. The value obtained for the frontier orbital gap is 9.50 eV. The LUMO energy is 0.80 eV. As for the net charge: 0.


x.
This record from OMol25 describes a cluster of 2 separate species, C5H13NOS in total. The level of theory is ωB97M-V/def2-TZVPD.

Atoms and positions in Å:
C1 1.13 -0.80 -0.45
C2 2.33 -0.01 -1.04
S1 3.44 0.64 0.25
C3 0.13 -0.02 0.51
N1 -1.12 0.56 -0.04
C4 -2.17 -0.27 -0.54
C5 -3.35 -0.05 0.41
O1 -4.53 -0.48 -0.28
H1 0.40 -1.09 -1.30
H2 1.49 -1.70 0.01
H3 2.00 0.88 -1.70
H4 2.89 -0.60 -1.84
H5 4.67 0.38 3.72
H6 4.32 1.00 3.96
H7 0.08 -0.56 1.53
H8 0.80 0.85 0.82
H9 -2.46 0.10 -1.50
H10 -2.10 -1.49 -0.61
H11 -3.12 -0.86 1.18
H12 -3.52 0.95 0.74
H13 -4.89 -1.26 0.14

The HOMO energy comes out at -7.22 eV. The value obtained for the frontier orbital gap is 3.37 eV. The LUMO energy is -3.85 eV. As for the net charge: 0.


Name the most stable of them. w.


w.
This record from OMol25 describes a cluster of 3 separate species, C5H13NOS in total. The level of theory is ωB97M-V/def2-TZVPD.

Atoms and positions in Å:
C1 -0.40 2.30 -0.25
N1 -0.70 1.64 -1.45
C2 0.05 -2.07 -1.27
C3 -1.27 -2.11 -1.50
S1 -0.11 -1.22 2.60
C4 0.81 -0.83 -1.12
O1 1.30 -0.52 0.15
C5 0.48 3.53 -0.26
H1 0.06 1.50 0.40
H2 -1.37 2.41 0.28
H3 -0.68 2.20 -2.31
H4 0.49 -3.05 -1.05
H5 -1.78 -1.15 -1.50
H6 -1.77 -3.01 -1.82
H7 -1.14 -0.37 2.41
H8 0.03 0.01 -1.08
H9 1.43 -0.49 -1.97
H10 0.67 -0.92 0.86
H11 0.39 4.10 -1.20
H12 0.21 4.18 0.57
H13 1.54 3.32 -0.19

The HOMO energy comes out at -7.32 eV. The value obtained for the frontier orbital gap is 3.38 eV. The LUMO energy is -3.95 eV. As for the net charge: 0.


x.
This record from OMol25 describes a cluster of 2 separate species, C5H13NOS in total. The level of theory is ωB97M-V/def2-TZVPD.

Atoms and positions in Å:
C1 0.96 -1.58 1.05
C2 1.58 -2.49 0.01
O1 2.95 -2.77 0.40
C3 1.47 -0.10 1.05
N1 0.74 0.85 0.20
C4 -0.70 0.83 0.19
C5 -1.15 1.86 -0.84
S1 -2.97 1.78 -1.03
H1 1.21 -1.89 2.08
H2 -0.13 -1.51 1.09
H3 1.03 -3.45 0.18
H4 1.63 -1.97 -0.95
H5 3.38 -2.83 -0.46
H6 1.33 0.26 2.08
H7 2.54 -0.01 0.83
H8 1.22 0.77 -0.69
H9 -1.24 -0.15 0.10
H10 -0.96 1.14 1.20
H11 -0.72 1.48 -1.78
H12 -0.82 2.85 -0.56
H13 -2.96 2.51 0.68

The HOMO energy comes out at -8.73 eV. The value obtained for the frontier orbital gap is 8.37 eV. The LUMO energy is -0.36 eV. As for the net charge: 0.


Name the most stable of them. x.


w.
This record from OMol25 describes a cluster of 2 separate species, C5H16N4 in total. The level of theory is ωB97M-V/def2-TZVPD.

Atoms and positions in Å:
C1 0.11 -1.47 -1.26
C2 0.62 -2.85 -0.92
N1 -1.17 -1.13 -1.25
H1 -1.73 -1.80 -0.71
H2 -1.01 0.38 -0.52
H3 0.69 -0.98 -2.04
H4 0.84 -0.58 -0.17
H5 0.50 -3.51 -1.78
H6 1.68 -2.82 -0.65
H7 0.07 -3.27 -0.08
C3 -1.31 1.88 0.95
C4 0.14 2.04 -1.00
N2 -0.45 1.15 0.02
C5 0.80 0.25 0.81
N3 0.22 -0.60 1.79
N4 1.85 0.98 1.03
H8 0.05 -0.13 2.67
H9 -0.58 -1.12 1.47
H10 2.37 0.63 1.83
H11 -2.04 2.49 0.40
H12 -0.69 2.53 1.56
H13 -1.85 1.18 1.58
H14 -0.65 2.52 -1.58
H15 0.76 2.78 -0.50
H16 0.78 1.46 -1.65

The HOMO energy (spin up / spin down) comes out at -6.97 / -6.97 eV. The value obtained for the frontier orbital gap (spin up / spin down) is 7.76 / 7.76 eV. The LUMO energy (spin up / spin down) is 0.79 / 0.79 eV. As for the net charge: 0.


x.
This record from OMol25 describes a structure of composition C5H16N4. The level of theory is ωB97M-V/def2-TZVPD.

Atoms and positions in Å:
C1 -1.00 -0.01 -0.13
C2 1.01 0.27 2.46
C3 1.79 0.75 0.16
C4 -2.24 -0.68 -0.63
C5 0.12 0.23 -2.16
N1 -0.10 -0.74 0.59
N2 1.15 -0.15 1.08
N3 0.07 -2.06 0.13
N4 -1.15 1.29 0.29
H1 0.70 -2.04 -0.68
H2 0.53 -2.57 0.87
H3 -1.84 1.81 -0.24
H4 -0.27 1.80 0.39
H5 1.75 1.80 0.49
H6 2.02 0.38 2.87
H7 0.48 1.22 2.59
H8 0.48 -0.50 3.02
H9 2.83 0.46 -0.01
H10 1.17 0.57 -1.02
H11 -2.45 -0.34 -1.65
H12 -3.09 -0.40 0.00
H13 -2.14 -1.75 -0.65
H14 -0.60 0.99 -2.47
H15 -0.23 -0.74 -2.54
H16 1.01 0.43 -2.76

The HOMO energy comes out at -6.95 eV. The value obtained for the frontier orbital gap is 7.97 eV. The LUMO energy is 1.01 eV. As for the net charge: 0.


Name the most stable of them. w.


w.
This record from OMol25 describes a cluster of 2 separate species, C6H14NO2P in total. The level of theory is ωB97M-V/def2-TZVPD.

Atoms and positions in Å:
C1 2.23 -2.22 -0.47
C2 0.78 2.29 -0.60
C3 -3.75 0.74 -0.80
C4 1.01 -1.92 0.39
C5 1.49 0.95 -0.27
C6 -0.71 0.31 1.62
N1 -4.68 0.45 -0.14
O1 -5.53 0.33 0.71
O2 -0.67 -0.26 -1.18
P1 0.19 -0.25 0.03
H1 3.24 -1.78 -0.05
H2 2.39 -3.32 -0.60
H3 2.09 -1.71 -1.44
H4 1.54 3.10 -0.36
H5 0.64 2.23 -1.78
H6 -0.16 2.34 -0.13
H7 -1.77 0.35 1.38
H8 -3.16 0.77 -1.74
H9 1.28 -2.06 1.39
H10 0.35 -2.67 0.15
H11 2.15 0.90 0.64
H12 2.00 0.55 -1.17
H13 -0.44 -0.42 2.47
H14 -0.50 1.29 1.95

The HOMO energy comes out at -9.69 eV. The value obtained for the frontier orbital gap is 10.42 eV. As for the SMILES: CCP(C)(=O)CC.C#[N+][O-]. The LUMO energy is 0.73 eV. As for the net charge: 0.


x.
This record from OMol25 describes the molecule C6H14NO2P. The level of theory is ωB97M-V/def2-TZVPD.

Atoms and positions in Å:
C1 -3.40 0.59 -0.17
C2 -2.91 -0.07 1.13
C3 1.71 0.32 1.16
C4 2.52 -1.91 -0.59
C5 0.21 0.81 -0.89
C6 1.42 0.13 -0.38
N1 -2.59 -0.19 -1.18
O1 -1.56 -0.46 1.07
O2 1.35 -1.18 -0.69
P1 -1.16 -0.84 -0.52
H1 -4.55 0.58 -0.44
H2 -3.13 1.69 -0.21
H3 -2.98 0.74 1.89
H4 -3.45 -0.96 1.25
H5 0.77 0.44 1.66
H6 2.24 1.23 1.27
H7 2.20 -0.63 1.58
H8 2.36 -2.77 -1.23
H9 2.75 -2.29 0.33
H10 3.27 -1.13 -0.96
H11 0.35 1.10 -1.90
H12 0.06 1.76 -0.34
H13 2.44 0.51 -0.90
H14 -3.29 -0.90 -1.71

The HOMO energy comes out at -7.91 eV. The value obtained for the frontier orbital gap is 8.86 eV. As for the SMILES: CO[C@H](C)CP1NCCO1. The LUMO energy is 0.95 eV. As for the net charge: 0.


Name the most stable of them. x.


w.
This record from OMol25 describes a structure of composition C6H14N5. The level of theory is ωB97M-V/def2-TZVPD.

Atoms and positions in Å:
C1 0.39 1.21 -0.07
C2 -2.05 -0.26 0.68
C3 -0.45 0.26 -0.92
C4 -0.04 -1.20 -0.76
C5 2.15 -0.29 0.50
C6 -0.12 2.61 0.04
N1 1.47 0.90 0.50
N2 -1.85 0.42 -0.57
N3 1.15 -1.48 -0.32
N4 3.35 -0.29 -0.16
N5 -1.38 -1.57 0.60
H1 -1.57 0.32 1.47
H2 -3.12 -0.35 0.90
H3 -0.31 0.55 -1.97
H4 -0.50 -1.88 -1.48
H5 2.19 -0.74 1.49
H6 0.50 3.26 -0.57
H7 -0.03 2.95 1.07
H8 -1.15 2.67 -0.29
H9 -2.46 0.06 -1.30
H10 1.53 -2.41 -0.38
H11 3.53 0.42 -0.85
H12 4.14 -0.76 0.23
H13 -0.94 -1.86 1.47
H14 -1.99 -2.30 0.25

The HOMO energy comes out at -13.03 eV. The value obtained for the frontier orbital gap is 10.24 eV. The LUMO energy is -2.79 eV. As for the net charge: +1.


x.
This record from OMol25 describes the ion C6H14N5 with charge +1. The level of theory is ωB97M-V/def2-TZVPD.

Atoms and positions in Å:
C1 -1.36 0.25 0.24
C2 0.66 0.51 -0.31
C3 -0.65 2.42 0.27
C4 3.03 0.13 -0.16
C5 -2.11 -0.86 0.02
C6 -1.54 -2.20 -0.22
N1 -1.73 1.54 0.13
N2 0.59 1.79 -0.13
N3 1.71 -0.24 -0.42
N4 -3.44 -0.72 0.20
N5 3.62 -0.87 0.66
H1 -0.86 3.38 -0.17
H2 -0.39 2.63 1.39
H3 3.61 0.09 -1.10
H4 3.03 1.07 0.26
H5 -0.47 -2.23 -0.01
H6 -1.57 -2.39 -1.34
H7 -2.05 -3.00 0.47
H8 -2.33 1.62 -0.73
H9 1.41 2.37 -0.05
H10 1.47 -1.14 -0.77
H11 -3.93 0.04 -0.13
H12 -4.11 -1.42 0.44
H13 3.00 -1.42 1.18
H14 4.40 -1.34 0.31

The HOMO energy comes out at -11.63 eV. The value obtained for the frontier orbital gap is 8.59 eV. The LUMO energy is -3.04 eV. As for the net charge: +1.


Name the most stable of them. w.


w.
This record from OMol25 describes the molecule C2H2. The level of theory is ωB97M-V/def2-TZVPD.

Atoms and positions in Å:
C1 -0.58 -0.03 -0.11
C2 0.60 -0.20 -0.04
H1 -1.63 -0.07 0.14
H2 1.61 0.31 0.00

The HOMO energy comes out at -10.80 eV. The value obtained for the frontier orbital gap is 12.15 eV. As for the SMILES: C#C. The LUMO energy is 1.35 eV. As for the net charge: 0.


x.
This record from OMol25 describes the molecule C2H2. The level of theory is ωB97M-V/def2-TZVPD.

Atoms and positions in Å:
C1 -0.60 0.07 -0.02
C2 0.59 -0.14 0.00
H1 -1.63 -0.02 0.08
H2 1.71 0.41 0.03

The HOMO energy comes out at -10.76 eV. The value obtained for the frontier orbital gap is 12.05 eV. As for the SMILES: C#C. The LUMO energy is 1.29 eV. As for the net charge: 0.


Name the most stable of them. w.